# 1
# BaH14O7

A molecular structure, BaH14O7 (ωB97M-V/def2-TZVPD, the Open Molecules 2025 dataset).

Geometry as XYZ:
```
22
Properties=species:S:1:pos:R:3:mulliken_charge:R:1
Ba 13.88 -22.96 -13.13 1.702
O 14.78 -23.89 -10.66 -0.517
H 14.43 -24.56 -10.07 0.280
H 15.52 -23.52 -10.18 0.280
O 15.09 -22.25 -15.42 -0.518
H 14.63 -21.91 -16.18 0.282
H 16.02 -22.11 -15.62 0.286
O 12.58 -21.22 -11.21 -0.582
H 11.93 -21.50 -10.57 0.311
H 12.14 -20.54 -11.72 0.307
O 12.17 -25.06 -12.57 -0.494
H 12.13 -25.89 -12.10 0.273
H 11.45 -25.10 -13.20 0.242
O 13.47 -20.34 -14.11 -0.541
H 13.54 -20.04 -15.01 0.241
H 14.01 -19.73 -13.61 0.335
O 14.46 -25.35 -14.67 -0.504
H 15.11 -26.04 -14.49 0.288
H 13.91 -25.72 -15.36 0.290
O 11.44 -22.54 -14.18 -0.496
H 10.89 -23.32 -14.20 0.246
H 10.81 -21.81 -14.18 0.287
```

Calculated values
- E_LUMO (eV) = -6.40
- E_HOMO (eV) = -18.76
- max |F| (Eh/bohr) = 0.0153
- energy relative to the best compared isomer or geometry (same formula, charge and spin) (kcal/mol) = 10.4
- net charge = +2
- electronic energy (eV) = -15242.816



# 2
# C26H41N4O4S2SiTl

A molecular structure, C26H41N4O4S2SiTl (ωB97M-V/def2-TZVPD, the Open Molecules 2025 dataset).

Geometry as XYZ:
```
79
Properties=species:S:1:pos:R:3:mulliken_charge:R:1
Tl 0.62 0.57 0.77 0.414
O -2.12 -0.23 -0.46 -1.219
C -1.53 -0.36 -1.58 0.961
O -0.55 -1.13 -1.74 -0.748
C -2.05 0.31 -2.82 0.263
C -3.14 1.16 -2.70 -0.509
C -3.54 1.88 -3.85 -0.606
C -2.99 1.67 -5.11 -0.704
C -1.98 0.76 -5.17 -0.469
C -1.37 0.08 -4.07 0.037
S 0.02 -0.79 -4.51 -0.530
H -3.59 1.33 -1.75 0.543
H -4.41 2.56 -3.84 0.232
H -3.34 2.16 -6.01 0.398
H -1.59 0.44 -6.15 0.259
O -1.70 -2.57 2.58 -0.522
C -0.72 -2.94 1.77 -0.212
O 0.46 -2.97 2.02 -0.703
C -1.31 -3.31 0.35 2.349
N -2.75 -2.89 0.31 -0.650
C -3.52 -3.85 -0.41 -0.795
C -2.81 -5.22 -0.27 -0.556
C -1.33 -4.83 -0.10 -0.937
H -0.77 -2.68 -0.34 -0.565
H -2.83 -1.97 -0.15 0.256
H -2.58 -2.52 2.03 0.501
H -3.62 -3.58 -1.46 0.298
H -4.57 -3.88 -0.05 0.380
H -2.92 -5.87 -1.13 0.366
H -3.15 -5.79 0.61 0.266
H -0.78 -4.94 -1.02 0.418
H -0.78 -5.41 0.65 0.326
C -0.99 0.25 6.20 -0.299
C -0.07 1.29 5.96 -0.505
C 0.90 1.12 4.98 -0.224
N 1.03 0.02 4.25 -0.122
C 0.20 -1.03 4.51 -0.078
C -0.78 -0.95 5.53 -0.736
H -1.67 0.34 7.03 0.401
H -0.10 2.19 6.57 0.343
H 1.73 1.81 4.86 0.393
H 0.34 -1.94 3.94 0.540
H -1.43 -1.84 5.61 0.312
C 5.38 -0.59 0.07 -1.010
Si 3.92 -1.68 0.48 0.205
C 3.68 -1.66 2.32 -0.422
C 4.34 -3.38 -0.08 -1.092
C 2.40 -0.90 -0.43 -0.827
H 6.18 -1.04 0.67 0.272
H 5.26 0.47 0.43 0.191
H 5.75 -0.54 -0.97 0.300
H 4.39 -2.44 2.74 0.279
H 2.66 -1.99 2.50 -0.118
H 3.93 -0.67 2.78 0.221
H 5.37 -3.55 0.26 0.286
H 4.26 -3.46 -1.18 0.272
H 3.77 -4.20 0.38 0.303
H 1.58 -1.60 -0.73 0.138
H 2.58 -0.22 -1.29 0.420
C 1.05 2.60 -3.12 -0.967
N 0.53 3.68 -2.26 0.319
C -0.03 4.81 -3.03 -1.117
C 0.84 3.73 -0.88 0.105
S 2.21 2.98 -0.26 -0.212
N -0.03 4.40 -0.05 0.202
C -1.48 4.39 -0.26 -1.083
C 0.44 4.68 1.35 -1.075
H 0.46 2.54 -4.01 0.376
H 0.93 1.65 -2.56 0.180
H 2.10 2.75 -3.34 0.236
H 0.72 5.18 -3.78 0.365
H -0.26 5.66 -2.37 0.354
H -0.93 4.48 -3.55 0.311
H -1.77 3.86 -1.11 0.452
H -1.91 5.43 -0.30 0.235
H -1.95 3.87 0.65 0.302
H -0.01 5.59 1.80 0.318
H 1.50 4.90 1.26 0.401
H 0.25 3.82 2.01 0.314
```

Calculated values
- E_LUMO (eV) = 4.12
- E_HOMO (eV) = -0.30
- max |F| (Eh/bohr) = 0.0858
- energy relative to the best compared isomer or geometry (same formula, charge and spin) (kcal/mol) = 0.0
- net charge = -2
- electronic energy (eV) = -76019.147



# 3
# C6H13NO

A molecular structure, C6H13NO (ωB97M-V/def2-TZVPD, the Open Molecules 2025 dataset).

Geometry as XYZ:
```
21
Properties=species:S:1:pos:R:3:mulliken_charge:R:1
C 1.58 -0.92 1.67 -1.241
C 0.74 -0.64 0.40 0.330
C -0.06 0.42 -0.95 -0.467
C -0.43 1.61 -1.85 -1.103
C -0.65 0.11 0.47 1.166
C -1.91 -0.74 0.46 -1.159
H 2.33 -1.97 1.67 0.281
H 0.90 -0.95 2.69 0.245
H 2.58 -0.09 1.96 0.266
H 0.39 -1.82 0.18 0.243
H 2.16 -0.23 -1.06 0.291
H -0.15 -0.36 -1.70 0.468
H -1.39 1.36 -2.78 0.233
H 0.49 1.35 -2.66 0.284
H -0.32 2.59 -1.42 0.298
H -2.78 0.30 1.13 0.264
H -2.36 -0.83 -1.29 0.172
H -1.66 -2.41 1.22 0.219
H 0.00 1.74 1.19 0.409
N 1.44 0.19 -0.45 -0.562
O -0.89 1.28 1.12 -0.636
```

Calculated values
- E_LUMO (eV) = -0.60
- E_HOMO (eV) = -9.16
- max |F| (Eh/bohr) = 0.1534
- energy relative to the best compared isomer or geometry (same formula, charge and spin) (kcal/mol) = 325.3
- electronic energy (eV) = -9957.067



# 4
# NO4S

2 unconnected molecules or ions with the total composition NO4S (ωB97M-V/def2-TZVPD, the Open Molecules 2025 dataset).

Geometry as XYZ:
```
6
Properties=species:S:1:pos:R:3:mulliken_charge:R:1
N 1.20 0.00 -0.05 1.350
O 1.61 -0.77 0.59 -0.185
O -2.17 0.79 0.73 -0.299
O 0.94 0.98 -0.49 -0.211
O -0.68 -0.91 -0.24 -0.494
S -2.04 -0.33 -0.17 0.840
```

Calculated values
- E_LUMO (eV) = -7.53
- E_HOMO (eV) = -17.19
- max |F| (Eh/bohr) = 0.0840
- energy relative to the best compared isomer or geometry (same formula, charge and spin) (kcal/mol) = 4.2
- net charge = +1
- electronic energy (eV) = -20501.817



# 5
# C45H119N7O15

8 unconnected molecules or ions with the total composition C45H119N7O15 (ωB97M-V/def2-TZVPD, the Open Molecules 2025 dataset).

Geometry as XYZ:
```
186
Properties=species:S:1:pos:R:3:mulliken_charge:R:1
C 0.21 0.74 -0.55 -0.914
C -0.19 1.16 0.85 0.378
C -1.22 0.22 1.55 -0.698
O 0.92 1.51 1.66 -0.925
H -0.67 0.40 -1.11 0.324
H 0.94 -0.08 -0.57 -0.107
H 0.62 1.53 -1.19 0.054
H -0.80 2.09 0.72 -0.010
H -1.69 0.79 2.35 0.170
H -0.75 -0.65 2.04 0.078
H -2.01 -0.09 0.85 0.163
C 3.76 2.19 5.31 -1.092
O 3.75 2.49 3.92 0.071
C 4.08 3.83 3.69 -0.849
C 4.37 4.03 2.23 -0.702
N 3.21 3.65 1.36 0.741
H 2.81 2.73 1.65 -0.401
H 2.45 4.26 1.67 0.359
C 3.54 3.81 -0.09 -0.427
C 4.64 2.89 -0.58 -1.009
O 4.42 1.57 -0.12 0.021
C 4.65 0.57 -1.12 -0.418
H 4.80 2.22 5.67 0.351
H 3.39 1.18 5.47 0.326
H 3.19 2.89 5.92 0.448
H 5.00 4.08 4.23 0.510
H 3.30 4.52 4.06 0.453
H 5.27 3.48 1.96 0.385
H 4.61 5.08 2.05 0.458
H 3.77 4.86 -0.26 0.440
H 2.58 3.67 -0.61 0.227
H 5.53 3.28 -0.07 0.427
H 4.89 3.06 -1.62 0.554
H 4.26 0.90 -2.09 0.409
H 4.12 -0.34 -0.87 -0.258
H 5.71 0.32 -1.17 0.284
C -3.85 -1.93 3.35 -0.512
O -2.98 -3.02 3.65 -0.359
C -2.85 -3.98 2.63 -0.020
C -2.43 -5.30 3.27 -0.949
N -1.57 -5.09 4.46 -0.082
H -0.70 -4.59 4.26 0.214
H -2.09 -4.39 5.03 0.472
C -1.37 -6.28 5.38 -0.595
C -2.70 -6.76 5.88 -0.555
O -3.50 -5.60 6.05 -0.332
C -4.66 -5.81 6.85 -0.815
H -3.90 -1.33 4.24 0.238
H -4.85 -2.32 3.14 0.395
H -3.47 -1.31 2.54 0.051
H -2.14 -3.65 1.85 0.267
H -3.80 -4.14 2.10 0.247
H -1.95 -6.01 2.60 0.489
H -3.33 -5.76 3.67 0.307
H -0.82 -5.87 6.23 0.381
H -0.73 -6.99 4.86 0.380
H -2.55 -7.19 6.88 0.465
H -3.21 -7.48 5.25 0.386
H -4.48 -5.74 7.92 0.299
H -5.17 -6.75 6.62 0.364
H -5.36 -5.00 6.63 0.273
C 0.49 6.88 -3.44 -0.661
O 1.70 6.17 -3.74 -0.464
C 1.62 4.80 -3.49 -0.125
C 1.19 4.10 -4.79 -1.160
N 1.95 4.71 -5.94 -0.147
H 2.10 5.70 -5.67 0.496
H 2.89 4.30 -5.95 0.396
C 1.32 4.48 -7.28 -0.594
C 1.94 5.41 -8.29 -0.603
O 1.60 6.70 -7.86 -0.343
C 2.36 7.73 -8.53 -0.739
H 0.73 7.94 -3.50 0.289
H 0.14 6.64 -2.44 0.281
H -0.25 6.74 -4.24 0.299
H 0.97 4.47 -2.69 0.446
H 2.65 4.46 -3.32 0.224
H 0.14 4.28 -5.02 0.423
H 1.34 3.02 -4.74 0.443
H 0.28 4.78 -7.18 0.351
H 1.44 3.42 -7.51 0.404
H 1.59 5.22 -9.31 0.486
H 3.03 5.28 -8.28 0.368
H 3.41 7.45 -8.67 0.349
H 2.26 8.57 -7.87 0.243
H 1.98 7.96 -9.53 0.318
C 6.36 -2.90 2.05 -0.947
O 5.32 -1.93 1.88 -0.208
C 4.97 -1.34 3.11 -1.180
C 3.90 -0.33 2.84 0.127
N 2.80 -0.82 1.92 2.702
H 2.03 -0.08 1.86 -1.247
H 3.17 -0.86 0.97 -0.265
C 2.22 -2.14 2.26 -0.680
C 1.59 -2.92 1.09 -0.898
O 2.43 -3.15 -0.01 0.210
C 3.51 -4.06 0.25 -0.761
H 6.77 -3.14 1.06 0.293
H 6.00 -3.78 2.57 0.381
H 7.22 -2.54 2.63 0.345
H 5.79 -0.82 3.61 0.638
H 4.69 -2.13 3.82 0.399
H 4.29 0.52 2.29 0.157
H 3.39 -0.08 3.77 -0.068
H 1.53 -2.00 3.09 0.521
H 3.03 -2.75 2.65 0.344
H 0.67 -2.42 0.76 0.038
H 1.24 -3.87 1.54 0.520
H 4.16 -3.99 -0.61 0.332
H 3.11 -5.06 0.44 0.295
H 4.05 -3.80 1.16 0.138
C -5.70 -2.36 0.06 -0.772
O -5.43 -1.16 -0.66 -0.433
C -4.60 -1.25 -1.81 -0.284
C -4.86 0.07 -2.50 -0.854
N -6.33 0.18 -2.80 -0.053
H -6.82 -0.28 -2.01 0.364
H -6.58 1.17 -2.73 0.418
C -6.81 -0.49 -4.07 -0.599
C -8.25 -0.88 -3.92 -0.626
O -8.26 -1.82 -2.89 -0.277
C -9.58 -2.20 -2.51 -0.832
H -6.29 -3.01 -0.60 0.391
H -6.25 -2.11 0.96 0.350
H -4.84 -2.93 0.46 0.165
H -4.96 -2.09 -2.41 0.326
H -3.56 -1.36 -1.48 0.395
H -4.31 0.12 -3.44 0.342
H -4.60 0.90 -1.85 0.422
H -6.20 -1.38 -4.20 0.309
H -6.60 0.23 -4.86 0.431
H -8.61 -1.28 -4.87 0.481
H -8.86 0.00 -3.65 0.381
H -10.24 -2.31 -3.37 0.364
H -9.99 -1.45 -1.84 0.346
H -9.56 -3.18 -2.05 0.244
C -3.96 6.55 3.76 -0.745
O -3.15 5.51 3.22 -0.395
C -2.13 5.13 4.10 -0.904
C -1.49 3.92 3.43 -0.147
N -0.01 3.81 3.60 0.770
H 0.33 2.95 3.08 -0.551
H 0.45 4.61 3.18 0.483
C 0.46 3.90 5.06 -0.239
C 0.30 2.64 5.83 -0.279
O -1.03 2.21 5.84 -0.305
C -1.18 0.82 5.91 -0.603
H -4.76 6.10 4.35 0.316
H -4.47 7.02 2.92 0.265
H -3.42 7.27 4.37 0.337
H -2.50 4.90 5.11 0.483
H -1.47 6.00 4.25 0.383
H -1.60 4.06 2.36 0.461
H -2.02 3.03 3.73 0.026
H -0.07 4.78 5.42 0.578
H 1.52 4.11 4.96 -0.233
H 0.68 2.73 6.85 0.549
H 0.94 1.87 5.37 -0.065
H -0.91 0.44 6.90 0.389
H -0.56 0.28 5.18 0.140
H -2.22 0.62 5.70 0.251
C -0.80 -5.81 -2.56 -0.721
O 0.42 -5.15 -2.84 -0.421
C 0.44 -3.78 -2.47 0.059
C 1.70 -3.20 -3.04 -0.675
N 1.93 -3.59 -4.46 -0.029
H 1.53 -4.51 -4.68 0.515
H 1.32 -2.94 -4.97 0.429
C 3.36 -3.43 -4.95 -0.715
C 3.47 -3.78 -6.41 -0.639
O 3.20 -5.12 -6.57 -0.317
C 3.08 -5.53 -7.93 -0.753
H -1.64 -5.42 -3.15 0.324
H -1.04 -5.76 -1.49 0.222
H -0.68 -6.84 -2.89 0.296
H 0.27 -3.73 -1.39 0.053
H -0.43 -3.33 -2.97 0.372
H 2.59 -3.32 -2.42 0.028
H 1.53 -2.12 -3.08 0.374
H 3.83 -4.21 -4.34 0.409
H 3.79 -2.52 -4.54 0.495
H 4.51 -3.55 -6.68 0.441
H 2.83 -3.10 -7.00 0.376
H 2.58 -6.49 -7.97 0.264
H 4.05 -5.68 -8.41 0.313
H 2.45 -4.83 -8.50 0.339
```

Calculated values
- E_LUMO (eV) = -11.25
- E_HOMO (eV) = -19.70
- max |F| (Eh/bohr) = 0.0502
- energy relative to the best compared isomer or geometry (same formula, charge and spin) (kcal/mol) = 0.0
- net charge = +6
- electronic energy (eV) = -89670.855



# 6
# C25H77AsF6N15O11

A molecular structure, C25H77AsF6N15O11 (ωB97M-V/def2-TZVPD, the Open Molecules 2025 dataset).

Geometry as XYZ:
```
135
Properties=species:S:1:pos:R:3:mulliken_charge:R:1
As -0.14 0.46 0.07 1.713
F -1.36 1.65 0.59 -0.138
F -1.25 -0.51 -0.92 -0.528
F 1.20 -0.69 -0.28 -0.403
F 1.10 1.43 0.88 -0.275
F -0.60 -0.42 1.55 -0.628
F 0.34 1.41 -1.50 -0.598
C -0.29 0.92 4.84 0.607
O 0.27 -0.22 4.91 -0.849
N -0.54 1.60 5.89 -0.383
N -0.68 1.54 3.77 0.071
H -0.92 2.53 5.75 0.162
H -0.18 1.31 6.79 0.259
H -1.20 2.40 3.88 0.212
H -0.39 1.24 2.85 -0.247
C -3.19 4.69 -0.26 0.874
O -3.52 4.81 0.88 -0.728
N -3.43 3.61 -0.91 -0.241
N -2.58 5.59 -0.98 -0.444
H -3.70 2.74 -0.46 -0.041
H -3.04 3.60 -1.84 0.068
H -2.33 6.41 -0.45 0.259
H -2.29 5.33 -1.92 0.181
C 3.54 -0.89 3.91 0.338
O 3.55 -0.52 5.06 -0.736
N 2.39 -1.06 3.22 0.235
N 4.59 -1.17 3.23 -0.211
H 2.38 -1.40 2.26 -0.246
H 1.58 -0.99 3.82 0.248
H 4.39 -1.38 2.26 0.210
H 5.43 -0.90 3.72 0.258
C 1.08 3.25 -4.68 0.792
O 1.16 4.34 -4.13 -0.705
N 0.83 2.08 -4.09 -0.078
N 1.19 3.12 -5.95 -0.406
H 0.71 1.23 -4.63 0.205
H 0.68 2.19 -3.10 0.022
H 0.98 2.25 -6.42 0.150
H 1.45 3.96 -6.45 0.271
C -0.22 -3.87 -2.58 0.689
O -0.22 -3.28 -3.59 -0.651
N 0.54 -3.55 -1.55 -0.021
N -1.00 -4.89 -2.30 -0.377
H 0.42 -4.20 -0.78 0.065
H 0.88 -2.60 -1.49 -0.258
H -1.02 -5.24 -1.36 0.155
H -1.53 -5.35 -3.03 0.189
C 0.27 5.33 0.74 -0.225
C 0.66 5.58 2.24 0.359
C 0.97 4.33 3.07 0.684
O 1.61 4.68 4.31 -0.500
C 2.68 3.78 4.76 -0.498
N 1.82 6.48 2.20 -0.901
H 0.16 6.33 0.32 0.413
H -0.64 4.75 0.63 -0.319
H 1.10 4.86 0.21 -0.205
H -0.09 6.20 2.73 0.292
H 1.58 3.66 2.47 -0.208
H -0.02 3.90 3.17 -0.228
H 3.36 3.70 3.91 0.260
H 2.25 2.80 4.96 0.147
H 3.13 4.29 5.61 0.283
H 2.55 6.19 1.56 0.294
H 2.34 6.31 3.05 0.322
C -4.45 -5.79 -0.76 -0.910
C -4.58 -5.91 0.79 0.682
C -4.62 -4.50 1.58 -0.696
O -3.48 -3.74 1.18 -0.062
C -3.29 -2.47 1.84 -0.219
N -5.73 -6.71 0.96 -0.818
H -5.13 -5.07 -1.22 0.280
H -4.75 -6.73 -1.23 0.476
H -3.45 -5.64 -1.17 -0.202
H -3.73 -6.44 1.20 0.222
H -4.65 -4.69 2.65 0.328
H -5.54 -3.94 1.39 0.199
H -2.66 -1.85 1.21 -0.288
H -3.12 -2.57 2.91 0.419
H -4.17 -1.84 1.67 0.058
H -6.52 -6.47 0.37 0.290
H -5.41 -7.57 0.53 0.276
C -4.95 0.61 -3.81 -1.620
C -4.06 0.14 -2.64 1.424
C -4.78 -0.88 -1.68 -0.437
O -5.97 -0.37 -1.07 -0.393
C -6.55 -1.28 -0.11 -0.541
N -2.83 -0.46 -3.13 -0.707
H -5.84 1.12 -3.44 0.338
H -5.42 -0.22 -4.35 0.344
H -4.49 1.29 -4.53 0.399
H -3.68 1.01 -2.10 -0.497
H -4.08 -1.31 -0.97 0.140
H -5.15 -1.70 -2.30 0.281
H -6.51 -2.29 -0.51 0.195
H -7.59 -0.94 0.00 0.321
H -5.97 -1.17 0.81 0.168
H -2.39 0.29 -3.65 0.273
H -2.29 -0.61 -2.29 0.436
C 3.30 -3.96 1.30 -1.279
C 4.33 -3.25 0.31 0.044
C 4.33 -3.87 -1.16 -0.456
O 5.38 -3.28 -1.96 -0.352
C 5.51 -3.84 -3.27 -0.845
N 4.12 -1.80 0.28 0.280
H 2.33 -4.08 0.83 0.018
H 3.13 -3.41 2.23 0.446
H 3.71 -4.97 1.35 0.483
H 5.29 -3.40 0.80 0.478
H 3.33 -3.65 -1.53 0.110
H 4.50 -4.95 -1.16 0.525
H 5.72 -4.91 -3.23 0.350
H 6.49 -3.54 -3.63 0.270
H 4.65 -3.63 -3.90 0.305
H 4.92 -1.41 -0.18 0.273
H 3.36 -1.59 -0.34 -0.718
C 4.67 1.49 0.47 -1.105
C 4.22 2.38 -0.65 -0.114
C 3.48 1.71 -1.82 0.568
O 4.35 0.81 -2.39 -0.468
C 3.69 -0.23 -3.15 -0.323
N 3.39 3.43 -0.08 -0.583
H 4.69 2.05 1.41 0.386
H 5.54 0.85 0.33 0.393
H 3.85 0.79 0.64 -0.066
H 5.09 2.95 -0.99 0.493
H 3.10 2.52 -2.44 0.335
H 2.64 1.17 -1.37 -0.264
H 3.03 0.20 -3.91 0.311
H 2.95 -0.77 -2.56 -0.069
H 4.37 -0.95 -3.60 0.270
H 3.00 3.90 -0.89 0.273
H 2.65 2.88 0.33 -0.054
O -3.52 2.22 2.07 -0.710
H -2.71 2.05 1.60 0.228
H -3.84 3.05 1.71 0.400
```

Calculated values
- E_LUMO (eV) = 2.03
- E_HOMO (eV) = -6.63
- max |F| (Eh/bohr) = 0.1087
- net charge = -1
- electronic energy (eV) = -149197.125